# C22H52N4O3P

4 unconnected molecules or ions with the total composition C22H52N4O3P in a non-equilibrium geometry (ωB97M-V/def2-TZVPD, OMol25).

Structure (XYZ):
```
82
Properties=species:S:1:pos:R:3:mulliken_charge:R:1
C 1.635 -8.386 1.470 -0.7811
C 3.816 -6.686 -0.004 -1.3787
H -6.283 7.499 2.303 0.3516
C -0.479 -8.849 0.120 -1.1360
H 3.554 0.193 -3.908 0.3390
H 1.463 3.080 -1.256 -0.0613
H 4.119 4.337 -0.037 0.3125
C -5.777 6.599 2.667 -0.3399
H -4.482 3.311 -0.039 0.3258
C 2.924 1.125 -3.847 -0.5536
H 0.319 4.993 -0.260 0.3693
O 2.914 -3.921 -3.245 -0.2451
H 4.963 2.795 0.084 0.3916
H -4.243 5.054 0.168 0.2813
C 4.054 3.276 -0.284 -1.1102
H 2.843 1.555 0.099 0.3061
H 1.108 -8.634 2.397 0.3938
C -6.414 5.382 1.993 -0.6845
H 0.311 4.704 3.494 0.4215
H 3.983 -7.764 -0.028 0.3459
H 1.836 -6.729 -0.850 0.2612
C 1.513 3.215 -0.166 -0.0132
H -5.346 5.712 4.609 0.2799
H 0.474 2.691 -4.430 0.3476
C -5.878 6.567 4.187 -1.1830
H -1.047 -9.072 1.026 0.3003
H 1.103 -10.233 0.521 0.3686
H 2.782 1.392 -2.764 -0.0144
C 1.341 5.060 1.631 -0.4604
H -0.441 0.350 -2.934 0.2706
H 2.035 5.296 -0.387 0.3367
H -5.439 7.472 4.613 0.3723
H -4.728 6.696 2.370 0.2390
C 0.252 4.381 2.453 -1.0384
H 2.886 2.694 1.428 0.3915
H 0.354 3.293 2.438 0.2584
H -0.889 -9.453 -0.692 0.3722
N 1.190 -2.357 -4.140 -0.4123
C 2.006 -2.867 -2.992 0.0004
C 2.828 2.625 0.339 -0.5831
N -0.372 -2.338 -2.540 -0.3138
H 2.462 -1.903 -2.607 0.3657
H 0.607 -6.495 1.318 0.3321
C 0.317 -1.439 -3.433 0.4421
H -5.930 3.822 3.402 0.3230
C 2.332 -6.346 0.048 0.2441
H -0.638 -7.799 -0.137 0.2274
O 0.547 2.137 -5.232 -0.4306
H -0.959 -1.887 -1.836 0.3253
H 1.542 -8.977 -0.616 0.2353
C -5.775 4.036 2.340 -0.8253
H 0.607 -4.210 -1.748 0.2751
H 4.268 -6.263 -0.903 0.3592
H 4.036 3.176 -1.373 0.1803
H -0.740 4.641 2.075 0.1603
C 0.789 -3.129 -1.978 -0.4122
H 1.106 -2.476 -1.110 0.3093
H 1.222 6.143 1.724 0.3877
H 1.734 -1.925 -4.899 0.4098
C 1.292 4.696 0.147 -0.8319
H 2.322 4.822 2.052 0.2297
C -4.281 3.926 2.031 -0.2715
N 3.685 -4.026 -2.065 0.2656
H 0.686 2.627 0.247 0.3682
H -6.389 5.530 0.908 0.2975
H 3.473 1.966 -4.349 0.3767
H 2.662 -8.740 1.607 0.3092
H -6.921 6.516 4.507 0.2975
H -2.886 3.948 0.382 0.1600
H 4.341 -6.275 0.862 0.3124
H 2.225 -5.255 0.017 0.1046
H -7.474 5.342 2.264 0.3854
H -3.716 4.667 2.603 0.2042
N 0.218 -0.136 -3.548 -0.1165
C 1.637 -6.865 1.308 -0.9151
C -3.960 4.071 0.549 -0.9551
H -6.309 3.250 1.796 0.3659
P 1.298 0.703 -4.736 0.0213
C 1.000 -9.163 0.316 -0.3352
H -3.930 2.945 2.368 0.3806
O 4.594 -3.290 -2.097 -0.2996
H 2.121 -6.425 2.187 0.4090
```

Total charge   +1
Relative energy (zero: lowest compared OMol25 entry of this formula, charge and spin)   43.4 kcal per mole
Multiplicity   1
E_HOMO   -12.4 eV

# C22H54F3NO8P

7 unconnected molecules or ions with the total composition C22H54F3NO8P in a non-equilibrium geometry (ωB97M-V/def2-TZVPD, OMol25).

Structure (XYZ):
```
89
Properties=species:S:1:pos:R:3:mulliken_charge:R:1
H 7.381 -3.567 1.852 0.3513
H -5.202 0.568 1.746 0.2942
H -1.790 3.675 -4.336 0.2378
C -3.911 -1.698 -0.289 -1.2876
C 7.996 -4.806 4.017 -1.1236
O 5.064 -1.576 1.667 -0.3345
H -1.396 -2.108 0.034 0.3289
H -3.280 6.618 -0.389 0.3902
H -3.167 0.719 4.679 0.4812
P 6.130 -0.229 1.956 -0.0061
H -3.140 -5.924 -3.767 0.3039
C -5.889 0.943 4.193 -1.4189
C -4.726 1.510 3.394 0.4121
H -4.147 3.148 -1.614 0.2883
H -0.959 5.914 -5.040 0.2636
H -3.755 3.540 0.054 0.1421
O 7.534 -4.510 1.676 -0.5556
O -1.575 -1.756 -0.854 -0.5153
O -1.440 4.833 -6.703 -0.5642
H 2.837 1.929 0.925 0.2104
C -3.454 0.711 3.623 -0.8999
H 3.787 2.368 3.201 0.2795
O -5.053 1.492 2.007 -0.4911
C 3.982 1.266 2.785 -0.5719
H -2.131 -5.739 -5.221 0.3716
H -2.626 -4.320 -4.270 0.2973
H 5.066 -5.320 2.240 0.3037
H -0.132 3.926 -3.742 0.2812
H -6.801 1.521 4.009 0.3272
H 7.321 -6.303 2.627 0.2742
H 5.458 -3.950 3.270 0.1565
H -2.935 5.170 -2.414 0.3223
C -2.709 -0.898 -0.766 0.2157
F 0.732 -1.540 2.139 -0.2412
H 9.059 -4.965 3.805 0.3041
H -2.903 -0.508 -1.772 0.2869
H -2.190 5.560 0.537 0.3213
C 0.830 5.209 -6.006 -1.2882
H -5.675 0.958 5.266 0.3977
H -1.428 3.570 -0.609 0.2876
C 0.105 -4.720 -3.933 -1.1927
C 5.666 -5.013 3.103 -1.0098
O -1.607 3.921 -1.497 -0.4778
C -2.399 0.252 0.178 -0.3093
H 0.992 -4.817 -3.298 0.3110
F 0.328 2.117 2.320 -0.3274
H -1.137 4.036 -7.169 0.3481
C 0.799 -0.320 3.022 0.1841
C -3.943 3.980 -0.932 -1.1598
H 3.974 0.516 3.682 0.2487
F 0.456 -0.376 4.491 -0.2813
H -3.247 0.940 0.254 -0.0488
H 5.331 -5.576 3.980 0.3722
C 1.275 0.941 2.351 0.4394
H -1.525 0.812 -0.172 0.2910
H -6.103 -0.089 3.894 0.3506
C -1.059 -5.503 -3.348 0.3609
H -1.557 6.490 -0.815 0.3420
H -0.786 -6.560 -3.262 0.3040
O -1.336 -5.026 -2.034 -0.5059
C -2.306 -5.366 -4.207 -1.2108
C -0.747 3.810 -4.640 -1.0943
H -3.722 -2.137 0.697 0.3007
C -2.431 5.930 -0.465 -1.4432
O 7.089 -0.415 3.397 -0.4917
H 0.911 6.072 -6.676 0.3315
H -1.580 -4.088 -2.101 0.2981
H 1.492 5.367 -5.149 0.3519
H 0.353 -5.074 -4.939 0.3695
H 7.209 0.533 3.750 0.3112
C -0.610 5.014 -5.558 0.3926
H 4.361 -1.673 2.375 0.2399
H -2.157 -0.118 1.180 0.0090
H -4.115 -2.530 -0.971 0.3619
H -0.129 -3.651 -3.987 0.2983
C -2.742 4.780 -1.409 0.5586
H -4.560 2.555 3.678 0.3079
H 1.187 4.338 -6.568 0.3190
H -0.446 2.890 -5.153 0.4145
C 2.778 1.004 1.677 -0.2806
H 7.732 -5.362 4.921 0.3480
H 7.871 -3.735 4.216 0.2546
H -4.804 -1.069 -0.226 0.3351
H -4.837 4.609 -0.869 0.4326
H -3.582 -0.330 3.304 0.2121
H -2.629 1.123 3.033 0.0430
C 7.145 -5.242 2.835 0.3079
N 5.280 1.336 2.012 -0.5449
H 2.997 -0.004 1.119 0.1957
```

Total charge   -1
Multiplicity   1
E_HOMO   -3.7 eV

# C22H56N4O7

4 unconnected molecules or ions with the total composition C22H56N4O7 in a non-equilibrium geometry (ωB97M-V/def2-TZVPD, OMol25).

Structure (XYZ):
```
89
Properties=species:S:1:pos:R:3:mulliken_charge:R:1
C 13.783 -1.417 0.219 -0.5185
N -6.133 -2.568 -5.414 -0.3296
H -6.374 -0.098 3.945 0.2678
C -6.747 -1.907 -6.575 -0.6555
H 16.838 -1.749 0.496 0.2024
O -7.797 1.352 3.802 -0.3625
H -5.604 -0.750 -4.508 0.4376
H -12.860 2.439 3.802 0.3630
C 20.058 -1.081 -1.723 -0.7890
H -14.921 0.849 5.526 0.3200
H -11.900 -0.340 2.731 0.3273
H 0.607 6.529 3.484 0.3184
H -13.779 0.788 6.775 0.2649
H -9.574 -1.556 -9.822 0.2552
H 15.012 -3.292 0.178 0.3116
H -0.830 6.601 2.533 0.4055
H -0.851 5.666 4.049 0.3228
H -9.161 -3.159 -9.697 0.2975
H -7.578 -0.292 5.154 0.2981
H 1.286 2.719 2.477 0.4053
H -1.436 3.997 1.953 0.2652
H 17.582 -0.549 -2.343 0.3834
H 12.888 -0.815 2.383 0.3338
N 16.094 -1.655 -0.180 -0.3051
H -9.834 0.988 2.537 0.2371
C -13.965 1.281 5.821 -0.8106
C 14.982 -2.251 0.498 -0.5592
H -2.009 -4.538 -5.055 0.2451
H -10.795 1.761 5.064 0.1884
H 17.970 -2.127 -2.700 0.3771
C 0.342 4.775 2.405 0.7113
H -0.435 3.542 0.811 0.2505
H -6.651 1.093 5.348 0.3212
C 17.799 -1.488 -1.833 -0.4828
H -1.823 -3.420 -3.758 0.3067
O -3.783 -3.707 -4.555 -0.3585
H 13.082 -2.507 2.814 0.2828
H -13.990 1.158 3.179 0.4517
H 14.026 -0.384 0.467 0.3279
H -5.283 -3.200 -3.092 0.3545
C 12.577 -1.828 2.126 -0.7527
O -8.343 -1.728 -8.277 -0.2848
C 16.597 -2.377 -1.370 -0.8284
H 20.077 -1.171 -2.809 0.3438
H -8.524 2.098 5.604 0.3679
H -8.688 -2.874 -6.647 0.3370
O -13.013 0.739 4.928 -0.3015
C -5.204 -1.734 -4.755 -0.5291
C 3.267 3.946 3.619 -0.7115
H -9.779 0.283 4.875 0.1273
C -7.850 -2.718 -7.327 -0.4406
N -0.692 4.345 1.366 -0.7310
H 3.938 4.482 4.290 0.2686
H -11.989 1.121 1.806 0.3996
H 13.690 -1.428 -0.867 0.2808
H 15.054 -2.386 1.577 0.4069
H 11.567 -1.951 2.519 0.2720
C 0.962 3.539 3.117 -0.8274
H 3.310 4.498 2.681 0.2986
H 15.862 -2.570 -2.151 0.4383
H 0.177 3.083 3.721 0.3304
C -13.020 1.376 3.626 -0.5989
C -11.873 0.745 2.823 -0.7108
N -10.582 1.261 3.159 -0.2839
H -4.430 -1.472 -5.476 0.2633
H 3.638 2.942 3.415 0.2879
H -7.500 -3.592 -7.876 0.3233
O 1.912 3.757 4.111 -0.3555
O 18.952 -1.569 -0.992 -0.3300
H 16.899 -3.402 -1.156 0.4125
H 20.923 -1.647 -1.378 0.2674
H -3.810 -2.311 -3.085 0.3854
C -8.822 2.000 4.560 -0.8205
C -9.391 -2.309 -9.055 -0.7404
H -9.036 3.015 4.225 0.4170
H -10.232 -2.516 -8.393 0.2976
H -7.163 -0.973 -6.198 0.2483
C -2.342 -3.560 -4.706 -0.7029
H -5.648 -3.425 -5.637 0.2948
C -0.255 5.936 3.177 -1.3566
C -7.073 0.469 4.560 -0.7437
H -2.077 -2.776 -5.415 0.2846
C -4.523 -2.790 -3.756 -0.6492
H 20.287 -0.030 -1.546 0.2889
O 12.696 -2.100 0.756 -0.3640
H 1.288 5.036 1.929 0.1175
H -5.856 -1.726 -7.177 0.3599
H -14.138 2.357 5.833 0.3161
C -10.059 1.246 4.447 -0.0350
```

Relative energy (zero: lowest compared OMol25 entry of this formula, charge and spin)   99.8 kcal per mole
Multiplicity   1
E_HOMO   -8.3 eV
SMILES string   COC[C@H](C)N.COCCNCCOC.COCCNCCOC.COCCNCCOC

# C22H56N7OPdSi4

A molecular structure, C22H56N7OPdSi4 (ωB97M-V/def2-TZVPD, OMol25).

Structure (XYZ):
```
91
Properties=species:S:1:pos:R:3:lowdin_spin:R:1
H -2.580 -4.482 2.488 0.0001
H -4.359 0.809 -5.614 0.0073
Si -3.012 -2.735 -2.147 0.2432
H -2.274 -3.396 0.138 -0.0001
H 2.039 -0.880 0.524 0.0016
H 3.370 -3.417 3.079 0.0000
H -0.701 1.998 1.718 0.0017
N 3.311 -2.841 3.902 0.0000
C 0.661 2.871 -1.183 0.0074
H -1.461 -1.022 4.842 0.0000
O 0.549 0.390 2.207 0.0236
H -1.362 -1.005 -5.435 0.0022
H -1.575 -2.612 5.601 0.0001
H -0.359 -0.602 -4.045 0.0059
H -4.210 -0.893 -5.183 -0.0003
H -0.568 0.569 -5.350 0.0076
C 1.747 0.870 -2.275 0.0078
C -1.928 -1.825 2.336 0.0046
H 0.765 0.334 5.001 0.0000
H -0.114 1.600 -2.561 0.0063
C -3.694 -2.422 3.907 -0.0002
C -1.906 -4.085 3.247 -0.0002
N 0.515 1.517 -1.774 0.1454
H -1.522 2.781 0.517 0.0010
H 1.436 0.077 -2.957 0.0004
C -5.953 -0.015 -1.141 0.0478
H -2.051 -4.665 4.159 0.0000
H -1.381 -4.296 -2.949 0.0111
H -6.759 0.055 -0.402 0.0089
H 2.157 1.208 4.328 0.0000
Pd -0.439 0.179 -0.146 1.2753
C -4.560 -2.881 -3.159 0.0317
H 0.639 3.853 0.740 0.0048
H -5.074 -3.785 -2.818 0.0052
H 1.679 -1.621 -0.853 0.0004
H -5.260 -2.056 -3.052 0.0026
H 3.883 -3.079 4.694 0.0000
H -0.263 -2.285 4.462 0.0000
C -2.427 2.432 -3.843 0.0618
C 2.545 0.243 -1.156 0.0055
C -3.165 -3.514 -0.473 0.0610
H -1.713 2.812 -3.114 0.0016
N 2.534 -0.819 4.809 0.0003
H -3.255 2.983 -1.110 0.0032
H 2.484 -1.340 6.857 0.0000
Si -4.493 0.889 -0.449 0.2575
H -1.422 -2.932 -4.066 -0.0001
H -0.543 -2.810 -2.523 0.0044
H -4.535 -0.361 1.689 -0.0004
H -3.387 2.911 -3.658 0.0000
H -3.253 0.859 1.721 0.0003
N -0.718 2.197 0.720 0.1190
H 1.595 3.340 -1.502 0.0024
H 4.084 -1.438 6.082 0.0000
H 3.395 0.129 6.446 0.0000
C -4.208 0.117 -4.777 0.0348
H 2.346 1.579 -2.853 0.0038
H -5.063 0.234 -4.111 0.0017
H 1.346 2.241 0.767 0.0005
H -2.082 2.761 -4.832 0.0112
H -4.338 -3.005 -4.219 0.0004
H -5.765 -1.076 -1.292 0.0037
H -4.719 3.264 -0.177 0.0092
H 2.895 1.005 -0.457 -0.0001
C 1.292 -0.246 2.972 0.0019
H -3.922 -1.381 4.137 0.0000
Si -2.596 0.579 -3.999 0.2560
C 2.616 -1.714 3.827 -0.0001
C -4.287 2.656 -0.980 0.0542
C -1.077 -0.198 -4.758 0.0609
C -2.211 -2.613 3.553 0.0004
H -4.041 -3.180 0.084 0.0001
C 1.649 0.243 4.369 0.0013
H -0.877 -4.217 2.914 0.0000
C -1.314 -2.090 4.680 0.0003
C -1.436 -3.202 -3.013 0.0602
H -3.919 -3.021 4.789 0.0000
H -4.341 -2.761 3.097 0.0000
C 3.150 -0.881 6.126 0.0001
N -1.734 -1.236 1.368 0.0725
H -4.838 2.875 -1.894 0.0002
N 1.904 -1.408 2.708 0.0000
C -4.260 0.643 1.369 0.0515
C 0.552 2.846 0.327 0.0118
H -6.315 0.426 -2.070 -0.0001
Si -2.307 -0.259 -1.536 0.9070
H 3.437 -0.234 -1.566 0.0016
H -4.951 1.358 1.834 0.0099
N 1.695 -0.704 -0.418 0.0633
H -3.296 -4.581 -0.696 0.0117
H -0.147 3.492 -1.579 0.0003
```

Expectation value of S²   6.013
Total charge   +3
Relative energy (zero: lowest compared OMol25 entry of this formula, charge and spin)   2.3 kcal per mole
Multiplicity   5
E_HOMO (spin up / spin down)   -15.4 / -16.4 eV

# C22H56O18P4

4 unconnected molecules or ions with the total composition C22H56O18P4 in a non-equilibrium geometry (ωB97M-V/def2-TZVPD, OMol25).

Structure (XYZ):
```
100
Properties=species:S:1:pos:R:3:mulliken_charge:R:1
O -4.753 2.930 3.084 -0.2537
O 3.247 3.971 3.253 -0.4512
H -1.112 -0.431 0.087 0.1709
H -3.382 3.766 0.783 0.2767
C -0.811 -0.867 2.292 -0.0724
H 1.612 -1.420 -8.135 0.2680
O -6.525 2.590 5.183 -0.5103
H 2.806 -3.242 -4.053 0.2497
H 2.096 -4.696 -4.758 0.2183
O 0.774 -3.355 -3.918 -0.3954
H -5.233 2.178 1.149 0.3617
H 5.091 0.282 -9.544 0.3739
H -1.140 -6.808 -4.151 0.2698
C 7.406 -3.259 -8.314 -0.7115
O -1.812 -4.393 -1.929 -0.2815
C -0.283 -0.556 0.843 -0.0797
C -0.557 2.872 1.289 -0.9771
H -3.601 -3.833 -1.094 0.2331
H 1.037 -0.707 3.472 0.2458
H -9.077 -1.390 2.934 0.3514
H -0.799 2.763 0.197 0.5156
H 0.543 -6.581 -4.659 0.2616
C 0.265 -1.496 3.255 -0.5530
H -7.112 -2.183 1.575 0.3004
O -7.254 3.480 2.867 -0.7066
H 4.847 4.306 7.433 0.2492
C -0.354 -6.069 -4.304 -0.7823
H -0.668 -5.348 -5.063 0.3655
C 5.277 0.646 -8.530 -0.7624
C 5.972 2.949 2.244 -0.7328
C -3.114 2.760 1.195 -0.7565
C -2.791 -3.386 -1.669 -0.4718
H -2.832 2.059 0.358 0.3646
O -0.045 -5.438 -3.065 -0.3302
H -0.512 -3.793 3.656 0.2900
H 0.269 -1.485 0.503 0.1723
C -1.866 2.877 2.189 -0.6239
H -4.153 1.093 2.196 0.3000
O 6.787 -2.098 -7.756 -0.2764
C 3.010 5.907 5.589 -0.6243
H 7.306 -3.255 -9.401 0.3136
H 5.227 3.138 1.467 0.3048
H 8.466 -3.240 -8.059 0.2373
H -3.197 -3.002 -2.608 0.3285
C 0.753 0.636 0.741 -1.1383
H 6.067 3.222 6.742 0.2688
H -9.282 -0.660 0.597 0.3130
H 6.267 1.099 -8.478 0.2738
C -8.415 -0.175 1.128 -1.1457
H 5.956 4.915 6.188 0.3785
H 0.374 1.490 2.830 0.3894
O -0.399 -1.831 4.488 -0.3860
H -1.244 0.039 2.784 -0.1211
H -2.354 -2.567 -1.093 0.0902
C -0.997 -3.127 4.416 -0.5989
C 2.034 -4.001 -3.918 -0.5739
H 6.477 2.007 2.031 0.2477
C 5.386 4.043 6.520 -0.7840
H 1.832 0.302 0.752 0.2803
O 0.244 -3.290 -1.636 -0.5507
O 5.347 2.847 3.524 -0.2766
H 6.958 -4.167 -7.904 0.3151
H 3.472 6.115 6.556 0.2486
H -8.555 1.012 3.788 0.4782
H 1.510 2.396 1.784 0.0637
C -7.714 0.297 3.558 -0.8272
H 2.228 -4.534 -2.986 0.3205
C -4.389 2.156 1.898 -0.3855
H -1.952 3.863 2.728 0.3643
P -6.317 2.472 3.525 0.7125
H 2.820 -0.830 -6.980 0.3396
C -8.176 -0.845 2.559 0.2716
O 4.006 5.798 4.590 -0.4643
O 4.434 3.625 5.547 -0.3086
H 0.611 1.091 -0.285 0.4238
H -1.638 -1.631 2.181 0.3296
P 4.519 4.264 4.037 1.0281
H 4.532 1.407 -8.290 0.2473
C 2.586 -0.936 -8.040 -0.6516
H -7.351 2.150 5.445 0.3598
O 4.664 -2.878 -6.961 -0.5612
H -8.568 0.938 1.220 0.2713
O -7.041 -1.725 2.424 -0.5484
H 2.396 5.008 5.661 0.3083
H -0.939 -3.669 5.402 0.2372
H -1.875 2.084 2.977 0.4448
H -0.097 3.898 1.400 0.3637
H 6.713 3.752 2.248 0.3182
O -6.574 0.924 2.934 0.0034
O 5.177 -0.395 -7.563 -0.3473
P 5.106 -1.951 -8.085 1.1515
H -2.077 -3.010 4.101 0.2013
O 3.536 -1.730 -8.724 -0.4547
H -7.490 -0.316 0.516 0.3020
H 0.789 -2.370 2.785 0.3257
P -0.465 -3.864 -2.857 1.0601
C 0.542 1.812 1.772 -0.0576
H -7.370 -0.196 4.506 0.2752
H 2.367 6.751 5.333 0.2617
H 2.520 0.050 -8.503 0.2429
```

Multiplicity   1
E_HOMO   -9.1 eV
SMILES string   COCCCCCCCCCO[P@](=O)(O)OC[C@@H](C)O.COP(=O)(OC)OC.COP(=O)(OC)OC.COP(=O)(OC)OC

no.,calculated total energy (eV),molecular weight (g/mol)
1,-45039.019,451.7
2,-58996.062,548.6
3,-44005.692,488.7
4,-71168.760,653.5
5,-97725.526,732.6